P.
Density functional theory data (the ωB97M-V functional and the def2-TZVPD basis) for an isolated molecule of C4H7NO.

Atoms and positions in Å:
C -0.96 -0.91 -1.04
C -0.30 0.26 -0.35
C -0.16 0.16 1.18
N 1.15 0.75 1.47
C 1.74 0.80 0.35
O 1.08 0.40 -0.77
H -0.99 -0.76 -2.12
H -0.42 -1.84 -0.82
H -1.99 -1.01 -0.68
H -0.79 1.20 -0.62
H -0.96 0.69 1.71
H -0.16 -0.89 1.52
H 2.75 1.15 0.18

Output
* SMILES string: C[C@H]1CN=CO1
* frontier orbital gap: 10.65 eV
* lowest unoccupied orbital energy: 0.038 Ha

---

Q.
Density functional theory data (the ωB97M-V functional and the def2-TZVPD basis) for a cluster of 2 separate species, C4H7NO in total.

Atoms and positions in Å:
C -0.15 1.76 0.83
N -0.78 1.34 -0.18
C 0.57 2.03 -0.40
H -0.26 1.78 1.90
H 0.53 3.02 -0.85
H 1.38 1.38 -0.71
C -0.35 -1.80 0.48
C 0.07 -1.31 -0.87
O 1.20 -0.97 -1.15
H -1.27 -1.29 0.79
H 0.45 -1.63 1.21
H -0.57 -2.87 0.43
H -0.72 -1.30 -1.65

Output
* SMILES string: C1=NC1.CC=O
* frontier orbital gap: 10.80 eV
* lowest unoccupied orbital energy: 0.038 Ha

---

R.
Density functional theory data (the ωB97M-V functional and the def2-TZVPD basis) for a cluster of 2 separate species, C4H7NO in total.

Atoms and positions in Å:
C 2.11 -0.07 0.43
C 1.03 0.63 0.65
N 0.01 1.27 0.86
C -1.24 0.86 0.23
C -1.39 -0.66 0.18
O -0.71 -1.41 0.82
H 2.83 0.21 -0.34
H 2.21 -1.02 0.93
H -2.07 1.26 0.82
H -1.35 1.28 -0.78
H -2.20 -1.04 -0.48
H 0.70 -0.64 -1.46
H 0.07 -0.66 -1.86

Output
* SMILES string: C=C=NCC=O.[H][H]
* frontier orbital gap: 9.82 eV
* lowest unoccupied orbital energy: 0.036 Ha

---

S.
Density functional theory data (the ωB97M-V functional and the def2-TZVPD basis) for a cluster of 2 separate species, C4H7NO in total.

Atoms and positions in Å:
C 0.42 -0.42 1.75
N 0.11 0.23 0.50
C 0.55 -0.28 -0.56
C 0.38 0.38 -1.89
C -2.43 0.81 0.04
O -2.87 0.54 1.06
H 1.00 0.27 2.37
H -0.52 -0.62 2.28
H 0.98 -1.36 1.63
H 1.21 -1.17 -0.57
H 1.39 0.70 -2.11
H -0.29 1.25 -1.84
H 0.05 -0.32 -2.67

Output
* frontier orbital gap: 10.79 eV
* lowest unoccupied orbital energy: 0.042 Ha

---

Need the numbers? Relative energies in hartree: P 0.0000; Q 0.0853; R 0.0987; S 0.0225.

---

P.
Density functional theory data (the ωB97M-V functional and the def2-TZVPD basis) for a cluster of 2 separate species, C4H7NO in total.

Atoms and positions in Å:
C -0.04 1.99 0.18
N -0.66 1.13 0.84
C -1.32 1.69 -0.42
H 0.91 2.51 0.21
H -2.17 2.35 -0.27
H -1.38 1.00 -1.26
C 1.29 -1.49 0.29
C -0.15 -1.56 -0.15
O -0.54 -1.24 -1.25
H 1.36 -0.86 1.18
H 1.90 -1.09 -0.52
H 1.64 -2.49 0.56
H -0.86 -1.94 0.61

Output
* SMILES string: C1=NC1.CC=O
* frontier orbital gap: 10.84 eV
* lowest unoccupied orbital energy: 0.039 Ha

---

Q.
Density functional theory data (the ωB97M-V functional and the def2-TZVPD basis) for an isolated molecule of C4H7NO.

Atoms and positions in Å:
O -0.47 -1.93 1.33
C -1.25 -1.63 0.31
C -1.03 -0.28 -0.24
C 0.09 0.61 0.22
C 1.40 0.61 -0.47
N 0.44 1.68 -0.71
H -0.88 -2.80 1.43
H -2.01 0.19 -0.09
H -0.97 -0.45 -1.32
H 0.10 0.84 1.29
H 1.56 -0.06 -1.31
H 2.29 0.82 0.13
H 0.70 2.53 -0.22

Output
* frontier orbital gap: 9.35 eV
* lowest unoccupied orbital energy: 0.034 Ha

---

Need the numbers? Relative energies in hartree: P 0.0000; Q 0.0426.

---

P.
Density functional theory data (the ωB97M-V functional and the def2-TZVPD basis) for a structure of composition C4H7NO.

Atoms and positions in Å:
C 0.25 1.41 0.80
N 0.47 0.33 -0.14
C 0.56 -1.17 0.39
C -0.47 -1.57 -0.53
O -1.04 -2.59 -0.82
C -0.59 -0.13 -1.07
H 0.15 2.36 0.27
H -0.66 1.22 1.39
H 1.10 1.48 1.48
H 1.40 -0.37 -0.29
H 0.76 -1.37 1.43
H -1.54 0.33 -0.77
H -0.40 0.08 -2.13

Output
* frontier orbital gap: 8.98 eV
* lowest unoccupied orbital energy: 0.027 Ha

---

Q.
Density functional theory data (the ωB97M-V functional and the def2-TZVPD basis) for an isolated molecule of C4H7NO.

Atoms and positions in Å:
C 0.62 -0.37 1.27
N -0.50 0.24 1.67
C -1.28 0.08 0.09
C 0.11 -0.46 -0.80
C 0.83 0.33 -1.62
O -2.22 -0.70 0.10
H -0.54 1.25 1.82
H -1.34 1.14 -0.21
H 0.62 -1.45 1.30
H 1.59 0.06 1.51
H -0.04 -1.49 -1.10
H 0.86 1.41 -1.51
H 1.30 -0.03 -2.53

Output
* frontier orbital gap (alpha / beta): 8.09 / 8.09 eV
* lowest unoccupied orbital energy (alpha / beta): -0.028 / -0.028 Ha

---

R.
Density functional theory data (the ωB97M-V functional and the def2-TZVPD basis) for an isolated molecule of C4H7NO.

Atoms and positions in Å:
C 1.39 0.59 0.20
C 0.31 -0.09 -0.64
C -0.43 -1.17 0.15
N -1.56 -0.47 0.74
C -1.64 0.62 0.09
O -0.73 0.89 -0.87
H 1.97 1.32 -0.36
H 0.90 1.11 1.03
H 2.07 -0.15 0.63
H 0.67 -0.42 -1.62
H -0.79 -1.98 -0.49
H 0.23 -1.61 0.90
H -2.39 1.38 0.24

Output
* SMILES string: C[C@H]1CN=CO1
* frontier orbital gap: 10.66 eV
* lowest unoccupied orbital energy: 0.038 Ha

---

S.
Density functional theory data (the ωB97M-V functional and the def2-TZVPD basis) for an isolated molecule of C4H7NO.

Atoms and positions in Å:
C 1.41 0.33 0.48
O 0.95 -0.75 -0.18
C -0.36 -0.52 -0.70
C -1.44 -0.72 0.37
C -0.41 0.94 -1.22
N 0.51 1.53 -0.58
H 0.98 0.52 1.48
H 1.27 2.16 -0.50
H 2.52 0.31 0.51
H -0.48 -1.24 -1.51
H -1.35 -1.71 0.81
H -1.34 0.03 1.16
H -2.43 -0.61 -0.08

Output
* frontier orbital gap: 9.20 eV
* lowest unoccupied orbital energy: 0.034 Ha

---

Need the numbers? Relative energies in hartree: P 0.1332; Q 0.1653; R 0.0000; S 0.1222.

---

P.
Density functional theory data (the ωB97M-V functional and the def2-TZVPD basis) for an isolated molecule of C4H7NO.

Atoms and positions in Å:
O -0.59 -0.44 -2.44
N -0.62 -1.25 -1.28
C -0.17 -0.53 -0.33
C 0.66 0.68 -0.29
C 0.40 0.88 1.21
C -0.36 -0.47 1.17
H -0.95 -1.02 -3.11
H 1.32 -0.42 -0.33
H 0.66 1.50 -1.02
H 1.31 0.96 1.81
H -0.25 1.72 1.50
H 0.01 -1.27 1.81
H -1.43 -0.34 1.28

Output
* SMILES string: ON=C1CCC1
* frontier orbital gap: 9.61 eV
* lowest unoccupied orbital energy: 0.037 Ha

---

Q.
Density functional theory data (the ωB97M-V functional and the def2-TZVPD basis) for an isolated molecule of C4H7NO.

Atoms and positions in Å:
C 0.65 0.95 1.27
C -0.46 0.88 0.24
O -1.07 -0.41 0.14
C -0.27 -1.35 -0.51
C -0.19 -1.12 -1.97
N -0.14 -0.91 -3.10
H 1.41 0.17 1.14
H 1.17 1.91 1.20
H 0.26 0.85 2.29
H -0.11 1.19 -0.76
H -1.28 1.56 0.51
H -0.73 -2.33 -0.34
H 0.75 -1.39 -0.11

Output
* SMILES string: CCOCC#N
* frontier orbital gap: 11.69 eV
* lowest unoccupied orbital energy: 0.031 Ha

---

R.
Density functional theory data (the ωB97M-V functional and the def2-TZVPD basis) for an isolated molecule of C4H7NO.

Atoms and positions in Å:
C -0.11 -1.59 0.16
C -0.88 -0.32 0.50
C -0.10 0.94 0.26
O -0.77 2.11 0.53
C 1.10 0.89 -0.27
N 2.12 0.76 -0.97
H -0.71 -2.47 0.38
H 0.15 -1.62 -0.91
H 0.83 -1.65 0.72
H -1.22 -0.34 1.54
H -1.78 -0.24 -0.12
H -0.21 2.85 0.24
H 1.78 0.71 -1.93

Output
* SMILES string: CCC(O)=C=N
* frontier orbital gap: 8.94 eV
* lowest unoccupied orbital energy: 0.025 Ha

---

Need the numbers? Relative energies in hartree: P 0.1282; Q 0.0000; R 0.0314.

---

P.
Density functional theory data (the ωB97M-V functional and the def2-TZVPD basis) for an isolated molecule of C4H7NO.

Atoms and positions in Å:
C -0.96 -0.97 -0.15
C 0.06 0.13 0.25
C 1.46 0.05 -0.39
O 0.33 0.29 1.63
C -0.65 1.36 -0.26
N -1.36 2.17 -0.67
H -0.81 -2.04 0.04
H -1.93 -0.72 0.30
H -1.14 -0.88 -1.22
H 2.09 0.92 -0.14
H 1.39 0.02 -1.48
H 1.98 -0.84 -0.02
H -0.47 0.54 2.11

Output
* SMILES string: CC(C)(O)C#N
* frontier orbital gap: 12.04 eV
* lowest unoccupied orbital energy: 0.026 Ha

---

Q.
Density functional theory data (the ωB97M-V functional and the def2-TZVPD basis) for an isolated molecule of C4H7NO.

Atoms and positions in Å:
C -1.83 0.91 -0.65
C -0.61 0.19 -0.20
N -0.53 -1.04 0.11
C 0.88 -1.29 0.42
C 1.53 0.10 0.44
O 0.52 0.95 -0.14
H -1.99 1.81 -0.05
H -2.69 0.25 -0.56
H -1.72 1.22 -1.69
H 0.97 -1.82 1.37
H 1.30 -1.94 -0.36
H 2.44 0.19 -0.15
H 1.73 0.46 1.46

Output
* SMILES string: CC1=NCCO1
* frontier orbital gap: 10.44 eV
* lowest unoccupied orbital energy: 0.038 Ha

---

R.
Density functional theory data (the ωB97M-V functional and the def2-TZVPD basis) for a structure of composition C4H7NO.

Atoms and positions in Å:
C 1.22 -0.52 0.70
C 0.69 0.91 -0.36
O 0.94 2.01 -0.04
C -0.55 0.15 -1.01
C -0.75 -0.51 0.31
N -1.74 0.69 -1.33
H 1.68 -1.23 0.00
H 0.84 -1.10 1.56
H 2.00 0.10 1.16
H -0.15 -0.55 -1.75
H -1.13 0.13 1.11
H -1.11 -1.54 0.35
H -1.99 1.36 -0.61

Output
* frontier orbital gap (alpha / beta): 8.07 / 8.09 eV
* lowest unoccupied orbital energy (alpha / beta): -0.012 / -0.012 Ha

---

Need the numbers? Relative energies in hartree: P 0.0157; Q 0.0000; R 0.2030.

---

P.
Density functional theory data (the ωB97M-V functional and the def2-TZVPD basis) for a cluster of 2 separate species, C4H7NO in total.

Atoms and positions in Å:
C -1.57 1.02 0.39
C -2.01 -0.30 0.66
C -0.91 -1.11 0.55
N 0.16 -0.34 0.21
C -0.24 0.96 0.12
H -2.17 1.93 0.44
H -3.04 -0.50 0.88
H -0.93 -2.18 0.57
H 1.07 -0.72 0.06
H 0.50 1.73 -0.04
O 2.97 -0.31 -0.93
H 3.45 -0.73 -1.66
H 2.71 0.55 -1.26

Output
* SMILES string: c1cc[nH]c1.O
* frontier orbital gap: 8.71 eV
* lowest unoccupied orbital energy: 0.022 Ha

---

Q.
Density functional theory data (the ωB97M-V functional and the def2-TZVPD basis) for an isolated molecule of C4H7NO.

Atoms and positions in Å:
C -0.89 -0.88 -0.06
C 0.10 0.28 0.18
C 1.44 -0.01 -0.44
O 0.24 0.53 1.55
C -0.46 1.59 -0.47
N -1.60 1.78 -0.55
H -0.44 -1.81 0.30
H -1.85 -0.76 0.47
H -1.12 -1.00 -1.12
H 2.11 0.82 -0.21
H 1.27 -0.06 -1.52
H 1.84 -0.96 -0.08
H -0.64 0.49 1.95

Output
* SMILES string: CC(C)(O)C#N
* frontier orbital gap: 11.56 eV
* lowest unoccupied orbital energy: 0.011 Ha

---

Need the numbers? Relative energies in hartree: P 0.0000; Q 0.0442.